No. 1
The following is a quantum chemistry calculation of 8 unconnected molecules or ions with the total composition C19H41BBr14Cl2NO2S in a non-equilibrium geometry, from the OMol25 dataset.

**E_tot**: -38333.28131 a.u.
**HOMO**: -11.75 eV
**Gap between HOMO and LUMO**: 9.6067 eV
**M**: 1547.98 g mol⁻¹

The geometry in ORCA input format:
```
! wB97M-V def2-TZVPD RIJCOSX def2/J DEFGRID3
* xyz 1 1
C 0.4323 2.5111 0.2040
C 1.3123 1.4486 -0.4042
Cl 2.2056 0.4896 0.8018
C 0.7397 0.5776 -1.5049
Cl 0.2604 1.5488 -2.8778
S -0.6047 -0.6672 -1.2220
C -0.4475 -1.3825 0.4185
N -0.6912 -0.5714 1.5730
C -2.1942 0.1672 -1.3848
B -2.7806 0.9662 -0.1508
O -3.3414 0.3315 0.8959
O -2.7672 2.3301 -0.1984
H 1.0619 3.3260 0.5125
H -0.2219 2.9070 -0.5460
H -0.1002 2.1933 1.0883
H 2.1112 1.9855 -0.8782
H 1.5261 -0.0447 -1.8886
H -1.1103 -2.2330 0.3907
H 0.5581 -1.7908 0.4066
H -0.2830 -0.9817 2.3972
H -0.4587 0.4003 1.4929
H -2.8579 -0.6503 -1.6240
H -2.1406 0.7717 -2.2706
H -2.9019 0.6222 1.7078
H -2.5954 2.6476 0.7047
Br -0.2725 -4.3922 2.3220
C 0.2091 -5.8082 1.0702
C 0.6825 -5.2494 -0.2414
Br -0.8054 -4.5701 -1.3045
H -0.6639 -6.4435 0.9721
H 1.0122 -6.3608 1.5507
H 1.1471 -6.0256 -0.8439
H 1.3801 -4.4289 -0.1125
Br 0.4516 2.1879 3.6771
C -0.7810 3.4451 4.5141
C -2.1063 2.8124 4.8489
Br -3.1839 2.5389 3.2423
H -0.8880 4.2739 3.8227
H -0.2809 3.7921 5.4143
H -2.6936 3.4733 5.4812
H -2.0128 1.8431 5.3246
Br 3.5725 -3.1720 2.8405
C 3.3948 -4.8210 3.8573
C 4.3781 -5.8626 3.3996
Br 3.8503 -6.6530 1.6993
H 2.3643 -5.1432 3.7491
H 3.5817 -4.5468 4.8923
H 4.4136 -6.6882 4.1055
H 5.3753 -5.4619 3.2585
Br 3.4347 0.4921 -8.2171
C 1.5698 0.9628 -7.9421
C 1.2000 0.9287 -6.4844
Br 1.0108 -0.8979 -5.8340
H 0.9797 0.2745 -8.5363
H 1.4595 1.9700 -8.3355
H 0.2310 1.3969 -6.3256
H 1.9443 1.4074 -5.8577
Br -4.2804 7.9945 -2.6052
C -3.9754 6.0863 -2.3984
C -3.7452 5.7080 -0.9611
Br -1.9674 6.2254 -0.3555
H -3.1335 5.8337 -3.0331
H -4.8736 5.6036 -2.7754
H -3.7900 4.6279 -0.8390
H -4.4515 6.1805 -0.2881
Br 4.0344 4.6046 5.1756
C 3.9529 2.8274 5.9608
C 4.9939 1.9052 5.3871
Br 4.5160 1.3291 3.5916
H 2.9456 2.4616 5.7933
H 4.1179 2.9692 7.0259
H 5.0597 0.9965 5.9800
H 5.9736 2.3633 5.3164
Br -3.6381 -2.9497 -2.8312
C -3.1828 -4.2092 -4.2492
C -2.6215 -3.5081 -5.4560
Br -4.0053 -2.5945 -6.4694
H -4.0894 -4.7617 -4.4673
H -2.4426 -4.8791 -3.8184
H -2.1830 -4.2305 -6.1396
H -1.8805 -2.7607 -5.1946
*
```

***

No. 2
The following is a quantum chemistry calculation of a molecular structure, C19H41BCrN6Si4Te in a non-equilibrium geometry, from the OMol25 dataset.

**Relative energy (zero: lowest compared OMol25 entry of this formula, charge and spin)**: 1.704 eV
**E_tot**: -3572.51292 a.u.
**HOMO (alpha / beta)**: -7.24 / -7.59 eV
**Gap between HOMO and LUMO (alpha / beta)**: 6.7860 / 7.0706 eV
**M**: 656.33 g mol⁻¹

The geometry in ORCA input format:
```
! wB97M-V def2-TZVPD RIJCOSX def2/J DEFGRID3
* xyz 0 5
H 1.4914 3.5862 -0.1473
N 1.2381 1.9172 -1.4303
B 0.2359 0.5127 -3.4399
N 0.7177 1.8141 -2.7235
C 0.7869 3.0256 -3.2969
Cr 2.4206 0.7424 -0.2592
H 0.6565 3.0797 -4.3698
C 1.1468 3.9578 -2.3350
H 1.2866 5.0150 -2.4818
C 1.3375 3.2377 -1.1558
H 0.1833 0.6226 -4.6348
C -2.2431 -2.8841 1.4647
H -2.8191 -3.7995 1.6164
H -1.1851 -3.1028 1.5708
H -2.4243 -2.5166 0.4610
N -1.2458 0.1134 -2.9920
N 1.2957 -0.5125 -2.9420
N -1.3912 -0.0427 -1.6282
N 1.8674 -0.5546 -1.6725
C -2.4589 -0.1537 -3.5842
C 1.9301 -1.4184 -3.7100
H -2.6438 -0.1210 -4.6644
H 1.8175 -1.3278 -4.7742
C -3.3479 -0.4844 -2.5557
C 2.7379 -2.2035 -2.8854
C -2.6125 -0.4014 -1.3299
C 2.5947 -1.6893 -1.6031
H -4.3690 -0.7881 -2.6025
H 3.3697 -3.0211 -3.1696
H -2.9446 -0.5975 -0.3099
H 2.8926 -2.0775 -0.6386
H -2.5373 -2.1767 2.1680
C 3.9174 0.2264 5.4052
Si 2.2831 1.1915 5.3887
C 1.7640 1.4548 7.2002
C 2.5633 2.9050 4.6399
Si 0.6870 -0.0132 4.1388
Te 2.3608 0.0699 2.0909
Si 0.7305 -2.1810 5.1564
C 1.0184 -2.0550 7.0219
C -0.9345 -3.0395 4.9218
C 2.1418 -3.1148 4.3125
Si -1.4130 1.1151 4.5212
C -1.8335 0.9772 6.3644
C -1.2033 2.9199 4.0002
C -2.7490 0.2682 3.4888
H 4.6446 0.8205 5.9808
H 4.3511 0.0604 4.4111
H 3.8191 -0.7524 5.8946
H 2.6036 1.9411 7.7201
H 0.8958 2.1185 7.2983
H 1.5425 0.5274 7.7416
H 2.7880 2.8697 3.5667
H 1.6956 3.5614 4.7886
H 3.4228 3.3697 5.1490
H 0.3161 -1.3546 7.4950
H 0.8479 -3.0499 7.4637
H 2.0407 -1.7412 7.2726
H -0.9220 -3.6357 3.9999
H -1.1053 -3.7114 5.7764
H -1.7839 -2.3452 4.8654
H 2.1282 -2.9738 3.2229
H 3.1274 -2.7880 4.6709
H 2.0392 -4.1895 4.5297
H -1.1922 1.6100 6.9918
H -2.8757 1.2939 6.5282
H -1.7465 -0.0565 6.7283
H -0.6909 2.9804 3.0298
H -2.1860 3.4035 3.8894
H -0.6220 3.5042 4.7264
H -2.4100 0.1300 2.4519
H -3.0185 -0.7154 3.8964
H -3.6651 0.8785 3.4604
*
```